# C7H11NO

A molecular structure, C7H11NO (ωB97M-V/def2-TZVPD, OMol25).

Output
total energy	-10972.860	eV
energy above the lowest of the compared OMol25 structures with the same formula, charge and spin	233.1	kJ/mol
LUMO	0.9	eV
E_HOMO	-0.331	Eh
gap between HOMO and LUMO	0.363	Eh
F_max	2.75	eV Å⁻¹

Last column: Mulliken charge in e.
Geometry (Å):
C 0.3364 0.4281 -1.6520  -0.116
C -0.9576 -0.0064 -0.8222  -0.539
C -0.3697 -1.3687 -0.3799  -0.632
C 0.6792 -0.7266 1.6469  -0.639
C -0.4588 0.3157 1.7691  -0.771
C -0.5030 0.9678 0.3575  -0.222
C 0.8514 0.5868 -0.2420  -0.533
H 0.2264 1.2927 -3.2456  0.333
H 0.8750 -0.3204 -2.1891  0.560
H -1.9288 -0.0017 -1.2597  0.547
H -0.2008 -2.1033 -1.2200  0.309
H -0.9682 -1.8369 0.4100  0.259
H 0.3673 -1.7292 2.1475  0.288
H 1.5790 -0.3355 2.0806  0.376
H -1.4311 -0.1435 1.9931  0.302
H -0.2210 1.0987 2.5131  0.366
H -0.8214 1.9843 0.2861  0.585
H 1.7896 1.0920 -0.0363  0.495
N 0.9444 -0.8414 0.2055  -0.432
O 0.2116 1.6475 -2.3626  -0.536

# C5H15NO2

3 unconnected molecules or ions with the total composition C5H15NO2 (ωB97M-V/def2-TZVPD, OMol25).

Output
total energy	-11011.541	eV
energy above the lowest of the compared OMol25 structures with the same formula, charge and spin	232.0	kJ/mol
LUMO	0.8	eV
E_HOMO	-0.288	Eh
structure (SMILES)	CC/C=C/NC.O.O
gap between HOMO and LUMO	0.316	Eh
F_max	3.29	eV Å⁻¹

Last column: Mulliken charge in e.
Geometry (Å):
C 1.2440 1.9749 1.6125  -0.877
C 0.2151 2.1642 0.5091  -0.717
C -0.1435 0.8217 -0.1268  -0.053
C 0.7812 0.0504 -0.6871  -0.398
N 0.3467 -1.2104 -1.2034  -0.352
C 1.3729 -2.2923 -1.1733  -0.993
H 0.9467 1.3415 2.4920  0.277
H 2.1920 1.5674 1.1884  0.295
H 1.5177 2.9179 2.1548  0.309
H 0.6144 2.7203 -0.3837  0.244
H -0.7211 2.6908 0.7052  0.327
H -1.0948 0.4640 0.2715  0.130
H 1.8018 0.3143 -0.9542  0.401
H -0.6248 -1.4046 -0.9834  0.452
H 0.7459 -3.2533 -1.2304  0.331
H 1.9054 -2.2674 -0.2149  0.319
H 2.0863 -2.1767 -1.9550  0.270
H -1.7323 -0.0620 1.9488  0.344
H -2.7305 -1.3791 1.9524  0.310
O -1.8619 -0.9993 1.8227  -0.634
H -1.6639 -0.9072 -2.2019  0.382
H -2.6435 -0.0590 -1.7047  0.309
O -2.5540 -1.0159 -1.8384  -0.675

# C36H53N2O7SSi2Ti

A molecular structure, C36H53N2O7SSi2Ti (ωB97M-V/def2-TZVPD, OMol25).

Output
total energy	-105208.182	eV
energy above the lowest of the compared OMol25 structures with the same formula, charge and spin	114.0	kJ/mol
LUMO	-2.2	eV
E_HOMO	-0.362	Eh
charge	+1
gap between HOMO and LUMO	0.280	Eh
F_max	2.24	eV Å⁻¹

Last column: Mulliken charge in e.
Geometry (Å):
Ti -0.4281 -0.2651 0.1370  -0.032
C -1.9281 4.6306 1.7603  -1.035
N -2.0442 3.4268 0.9228  0.343
C -3.3868 3.0701 0.4418  -1.146
C -1.0972 2.5245 0.9127  0.313
O -1.3146 1.3692 0.5233  -0.363
C 0.3018 2.8986 1.3624  -1.491
O 1.2902 2.2138 0.6216  0.174
C 1.6692 2.7334 -0.6292  -1.359
C 0.9503 2.0113 -1.7648  0.491
O 0.1188 1.1257 -1.5258  -0.401
N 1.2382 2.4036 -3.0018  0.285
C 0.5631 1.7833 -4.1459  -0.921
C 2.2709 3.4033 -3.2818  -0.981
H -2.8997 5.1121 1.7932  0.423
H -1.2156 5.3456 1.3501  0.295
H -1.6373 4.3781 2.7790  0.347
H -3.7664 3.8843 -0.1720  0.423
H -4.0651 2.9089 1.2803  0.431
H -3.3380 2.1635 -0.1470  0.224
H 0.4288 2.5644 2.3916  0.122
H 0.4603 3.9746 1.3098  0.659
H 2.7420 2.5623 -0.7257  0.459
H 1.4893 3.8099 -0.7008  0.435
H -0.1030 1.0099 -3.7848  0.080
H 1.3010 1.3374 -4.8126  0.420
H -0.0062 2.5350 -4.6929  0.410
H 3.2423 3.0969 -2.8932  0.344
H 2.0191 4.3796 -2.8650  0.300
H 2.3575 3.5088 -4.3581  0.409
C 2.7260 -1.3210 -3.1272  -1.637
C 1.5715 -2.0305 -2.4355  1.987
C 1.5840 -3.5279 -2.7381  -1.799
O 0.3286 -1.4521 -2.8230  -0.264
C 1.7184 -1.8925 -0.9092  -0.437
O 2.8127 -2.0192 -0.4118  -0.569
O 0.6110 -1.7000 -0.2031  -0.500
H 2.7101 -1.5422 -4.1954  0.408
H 3.6751 -1.6514 -2.7090  0.345
H 2.6373 -0.2391 -2.9890  0.237
H 1.5154 -3.6859 -3.8179  0.505
H 0.7413 -4.0221 -2.2542  0.380
H 2.5108 -3.9751 -2.3791  0.414
H 0.0424 -1.8707 -3.6410  0.324
C -0.9531 -2.1897 3.3371  -0.734
Si -1.7858 -0.9111 2.2378  1.780
C -2.2614 0.5465 3.3474  -1.029
C -3.4255 -1.6649 1.6923  0.271
C -4.3760 -2.0347 2.6546  -0.701
C -5.5750 -2.6288 2.2907  -0.782
C -5.8411 -2.8664 0.9452  -0.845
C -4.9105 -2.4995 -0.0143  -0.909
C -3.6973 -1.8934 0.3386  0.841
Si -2.4088 -1.4861 -0.9883  2.131
C -3.2471 -0.4969 -2.3564  -1.324
C -2.0914 -3.1990 -1.7087  -1.317
H -1.6987 -2.6737 3.9764  0.507
H -0.1984 -1.7418 3.9802  -0.186
H -0.4697 -2.9647 2.7340  0.275
H -2.6614 0.1656 4.2914  0.523
H -3.0348 1.1645 2.8772  0.249
H -1.4024 1.1872 3.5846  -0.034
H -4.1739 -1.8579 3.7103  0.308
H -6.2965 -2.9066 3.0496  0.418
H -6.7698 -3.3395 0.6487  0.403
H -5.1345 -2.6924 -1.0621  0.317
H -4.1214 -1.0347 -2.7366  0.384
H -2.5640 -0.3245 -3.1956  0.248
H -3.5872 0.4820 -2.0006  0.288
H -3.0256 -3.7665 -1.7073  0.644
H -1.3760 -3.7471 -1.0881  0.190
H -1.7112 -3.1793 -2.7331  0.298
O 1.0667 -0.0805 1.9701  -0.779
S 2.2588 -0.7449 2.6225  0.260
C 2.5913 0.2065 4.1542  -0.927
C 1.8358 -0.3149 5.3418  -0.039
C 0.6823 0.3177 5.7882  0.047
C -0.0580 -0.2162 6.8335  -0.675
C 0.3567 -1.3898 7.4459  -0.499
C 1.5271 -2.0129 7.0258  -0.726
C 2.2624 -1.4784 5.9802  -0.151
C 3.7501 -0.1236 1.7707  -0.241
C 4.9440 -0.8723 2.3073  -0.076
C 5.9304 -0.2230 3.0442  -0.168
C 6.9967 -0.9358 3.5770  -0.754
C 7.0770 -2.3082 3.3887  -0.436
C 6.0979 -2.9638 2.6511  -0.892
C 5.0355 -2.2521 2.1132  -0.113
H 2.3212 1.2371 3.9101  0.503
H 3.6673 0.1194 4.3067  0.625
H 0.3604 1.2388 5.3152  0.244
H -0.9611 0.2836 7.1643  0.417
H -0.2264 -1.8195 8.2508  0.400
H 1.8666 -2.9167 7.5174  0.413
H 3.1747 -1.9673 5.6485  0.472
H 3.8104 0.9539 1.9292  0.519
H 3.5750 -0.3540 0.7211  0.093
H 5.8737 0.8520 3.1885  0.404
H 7.7641 -0.4163 4.1378  0.406
H 7.9082 -2.8656 3.8027  0.416
H 6.1665 -4.0333 2.4920  0.424
H 4.2783 -2.7552 1.5191  0.568

Which of these has the lowest total energy?
C36H53N2O7SSi2Ti

What is the energy above the lowest of the compared OMol25 structures with the same formula, charge and spin in the second record?
232.0 kJ/mol